This record from the Open Molecules 2025 dataset describes C22H28Cl2N2OTi as an isolated structure. The level of theory is ωB97M-V with the def2-TZVPD basis set.

Geometry as XYZ:
```
56
Properties=species:S:1:pos:R:3:forces:R:3
Ti -0.515902 0.026925 0.578590 0.4 0.1 0.1
C -3.428740 3.921992 1.314076 0.0 0.0 0.0
C -2.575501 2.998630 0.428267 0.0 0.0 0.0
C -3.332182 2.582764 -0.828800 0.0 0.0 0.0
C -2.125384 1.837899 1.282870 0.0 0.0 0.0
C -2.816729 0.616978 1.333560 0.0 -0.1 0.0
C -2.412954 -0.406790 2.199314 0.0 0.0 0.0
C -1.319527 -0.252977 3.069749 0.0 -0.1 0.0
C -0.918356 -1.331289 4.033442 0.0 0.0 0.0
C -0.619812 0.959196 3.009507 0.0 0.0 0.0
C -1.002754 1.969455 2.124294 0.0 0.0 0.0
H -3.730744 4.798341 0.742958 0.0 0.0 0.0
H -2.881428 4.261951 2.193897 0.0 0.0 0.0
H -4.331442 3.407017 1.647940 0.0 0.0 0.0
H -1.677163 3.548447 0.132231 0.0 0.0 0.0
H -4.296968 2.132334 -0.588602 0.0 0.0 0.0
H -2.754827 1.886090 -1.439413 0.0 0.0 0.0
H -3.538967 3.464887 -1.432372 0.0 0.0 0.0
H -3.664646 0.454022 0.682009 0.0 0.0 0.0
H -2.962399 -1.340705 2.201135 0.0 0.0 0.0
H 0.161044 -1.482969 4.036714 0.0 0.0 0.0
H -1.411113 -2.275621 3.810792 0.0 0.0 0.0
H -1.203939 -1.037824 5.045449 0.0 0.0 0.0
H 0.251227 1.103585 3.636845 0.0 0.0 0.0
H -0.428628 2.888657 2.088415 0.0 0.0 0.0
Cl -0.669276 1.154435 -3.963755 0.0 0.0 0.0
C -0.748131 -0.499430 -3.496663 0.0 0.1 0.0
C -0.802859 -1.517189 -4.439092 0.0 -0.1 0.0
C -0.848398 -2.846588 -4.041759 0.0 0.1 0.0
C -0.833174 -3.196833 -2.692583 0.0 -0.1 0.0
C -0.781178 -2.163573 -1.793392 0.0 0.0 -0.1
Cl -0.719561 -2.422048 -0.034631 0.0 -0.1 0.0
C -0.743639 -0.814162 -2.142649 -0.1 0.0 0.1
N -0.667235 0.066297 -1.078620 0.0 0.0 -0.1
H -0.810652 -1.261912 -5.489812 0.0 0.0 0.0
H -0.895159 -3.625764 -4.789383 0.0 0.0 0.0
H -0.863329 -4.230002 -2.375744 0.0 0.0 0.0
O 1.425083 0.076604 0.920487 -0.3 0.0 -0.1
C 2.528272 0.434719 0.387345 -0.1 0.0 0.0
C 2.635861 0.859426 -1.026048 0.0 0.0 0.0
C 2.864328 -0.516810 -1.741795 0.0 0.0 0.0
C 3.920521 -1.474915 -1.147220 0.0 0.0 0.0
C 3.572380 -2.140552 0.206466 0.0 0.0 0.0
C 3.857232 -1.255281 1.434113 0.0 -0.1 0.0
N 3.659948 0.152969 1.011327 0.0 0.1 0.1
H 3.500654 1.506837 -1.174103 0.0 0.0 0.0
H 1.740390 1.344968 -1.406597 0.0 0.0 0.0
H 3.138033 -0.285472 -2.771216 0.0 0.0 0.0
H 1.908364 -1.043451 -1.780438 0.0 0.0 0.0
H 4.897287 -0.983157 -1.094206 0.0 0.0 0.0
H 4.042807 -2.271957 -1.880683 0.0 0.0 0.0
H 4.135638 -3.067514 0.309218 0.0 0.0 0.0
H 2.514979 -2.422675 0.193490 0.0 0.0 0.0
H 4.889550 -1.337815 1.763792 0.0 0.0 0.0
H 3.215622 -1.487274 2.279726 0.0 0.0 0.0
H 4.473457 0.537150 0.551552 0.0 0.0 0.0
```
Forces are in eV/Å.

## Properties
Multiplicity: 1
Lowest unoccupied orbital energy in eV: -7.35
Charge: +2
HOMO-LUMO gap in eV: 7.271

This record from the Open Molecules 2025 dataset describes C22H28ClN3OPd as an isolated structure. The level of theory is ωB97M-V with the def2-TZVPD basis set.

Geometry as XYZ:
```
56
Properties=species:S:1:pos:R:3:forces:R:3
Pd 3.531346 3.477078 0.788977 -0.1 -0.1 0.0
C 4.452764 4.231191 3.108105 0.0 0.0 0.1
C 4.027478 5.422562 2.490167 0.0 0.0 0.0
C 4.535084 5.790372 1.249108 0.0 -0.1 0.0
C 5.410561 4.915141 0.584678 0.0 0.0 0.0
C 5.858264 3.740355 1.214315 0.0 0.0 0.0
C 5.407143 3.416143 2.502786 -0.1 0.0 -0.1
H 4.053639 3.965290 4.077467 0.0 0.0 0.0
H 3.314792 6.059163 2.996511 0.0 0.0 0.0
H 4.233517 6.715472 0.778636 0.0 0.0 0.0
H 5.780339 5.163711 -0.400594 0.0 0.0 0.0
H 6.569015 3.102499 0.707474 0.0 0.0 0.0
H 5.771351 2.529291 3.001422 0.0 0.0 0.0
C -1.907463 -1.130069 -2.682539 0.0 0.0 0.0
C -0.987299 -0.620672 -1.564431 0.0 0.0 0.1
C -0.043409 -1.763463 -1.182462 0.0 0.0 0.0
C -0.137068 0.525064 -2.137130 0.0 0.0 -0.1
C -1.842979 -0.122406 -0.354017 0.0 0.0 0.0
O -2.515024 1.077943 -0.693357 0.0 0.0 0.0
C -2.984824 -1.074055 0.116332 0.0 0.0 -0.1
C -2.713464 -2.391055 0.881148 0.1 0.0 0.0
C -2.683839 -3.664276 0.110143 0.0 0.1 0.0
C -1.678368 -4.640924 0.358563 0.0 0.0 0.0
C -1.689444 -5.837634 -0.286319 0.0 0.0 0.0
C -2.728384 -6.106786 -1.217280 0.0 -0.1 -0.1
Cl -2.757056 -7.574476 -2.015776 0.0 0.1 0.1
C -3.752182 -5.153164 -1.471918 0.0 0.0 0.0
C -3.723472 -3.963606 -0.815496 0.0 0.0 0.0
C -1.038810 0.238193 0.912153 -0.1 0.0 0.1
N -0.165448 1.399655 0.829841 0.1 0.0 0.0
C 1.166555 1.439632 0.869791 -0.1 0.0 0.0
N 1.564321 2.700545 0.820335 0.2 0.1 0.0
C 0.395899 3.407688 0.770583 0.0 0.0 0.0
N -0.665594 2.649846 0.783470 0.0 0.1 0.0
H -1.308334 -1.355106 -3.565224 0.0 0.0 0.0
H -2.654920 -0.398469 -2.999228 0.0 0.0 0.0
H -2.426827 -2.049408 -2.403316 0.0 0.0 0.0
H 0.537450 -2.059799 -2.057209 0.0 0.0 0.0
H -0.582103 -2.651261 -0.848761 0.0 0.0 0.0
H 0.671758 -1.483646 -0.406540 0.0 0.0 0.0
H 0.268503 0.222434 -3.103403 0.0 0.0 0.0
H 0.713891 0.763245 -1.500242 0.0 0.0 0.0
H -0.721453 1.431528 -2.281943 0.0 0.0 0.0
H -3.027894 0.952161 -1.499640 0.0 0.0 0.0
H -3.626881 -1.269184 -0.743162 0.0 0.0 0.0
H -3.575159 -0.437161 0.773921 0.0 0.0 0.0
H -3.575040 -2.515308 1.554465 0.0 0.0 0.0
H -1.842341 -2.330616 1.533661 0.0 0.0 0.0
H -0.899469 -4.416489 1.075661 0.0 0.0 0.0
H -0.935698 -6.593637 -0.112650 0.0 0.0 0.0
H -4.536456 -5.405313 -2.172921 0.0 0.0 0.0
H -4.509427 -3.237888 -0.977866 0.0 0.0 0.0
H -0.419636 -0.596787 1.232363 0.0 0.0 0.0
H -1.754436 0.454350 1.706146 0.0 0.0 0.0
H 1.798551 0.569559 0.934289 0.0 0.0 0.0
H 0.348002 4.482552 0.730930 0.0 0.0 0.0
```
Forces are in eV/Å.

## Properties
Multiplicity: 3
Lowest unoccupied orbital energy (alpha / beta) in eV: -5.91 / -9.61
Charge: +2
HOMO-LUMO gap (alpha / beta) in eV: 8.177 / 4.273

This record from the Open Molecules 2025 dataset describes C22H28ClN5O3S as an isolated structure. The level of theory is ωB97M-V with the def2-TZVPD basis set.

Geometry as XYZ:
```
60
Properties=species:S:1:pos:R:3:forces:R:3
C -2.313922 -4.653275 -1.276384 0.1 0.0 0.2
C -2.056080 -3.907017 0.027804 -0.2 0.1 -0.1
C -2.664095 -2.501053 0.045838 0.2 -0.1 0.0
H -2.651159 -2.118932 1.068140 -0.1 0.1 -0.1
H -3.699239 -2.570830 -0.296987 -0.1 0.0 0.0
C -1.910954 -1.513350 -0.847990 -0.3 0.2 0.3
N -0.604292 -1.144060 -0.312185 -0.1 -0.2 0.0
C -0.582415 -0.184366 0.654278 0.1 -0.1 0.1
O -1.548639 0.030338 1.372535 0.0 0.1 0.2
C 0.654429 0.603236 0.724355 0.4 0.8 0.2
C 1.188992 1.365583 -0.307832 -0.1 -0.3 0.6
N 0.746713 1.441424 -1.583311 -0.2 0.3 -0.5
H -0.220018 1.219467 -1.789465 0.0 0.0 0.1
H 1.193755 2.163128 -2.135522 -0.1 -0.1 0.0
C 2.360120 2.034282 0.170582 -0.5 -0.4 0.5
N 2.658598 1.822397 1.436686 0.3 0.3 -0.1
S 1.579555 0.855102 2.159556 -0.3 0.0 -0.7
C 3.190262 2.923430 -0.665973 0.5 0.3 0.1
O 2.897300 3.216499 -1.813827 -0.1 0.0 -0.2
N 4.295064 3.379267 -0.042773 0.2 0.1 0.1
H 4.452808 3.129179 0.918188 0.0 0.0 0.0
H 4.908354 4.019522 -0.517133 -0.1 -0.1 0.0
C 0.596273 -1.592403 -0.994086 0.3 0.1 -0.3
C 1.741345 -1.796808 -0.034581 0.2 -0.2 -0.1
C 1.524785 -2.428821 1.186476 0.1 -0.1 -0.1
C 2.548488 -2.614319 2.095263 0.0 -0.1 0.0
C 3.825776 -2.172910 1.794288 0.0 0.0 0.0
C 4.070742 -1.558087 0.580934 0.0 0.0 0.0
C 3.037897 -1.378886 -0.326525 -0.1 -0.2 0.2
Cl 3.402055 -0.593796 -1.827066 0.2 0.0 -0.1
H 5.060050 -1.209081 0.330684 0.1 0.0 0.0
H 4.630071 -2.304276 2.501127 0.1 0.0 0.1
H 2.347986 -3.098527 3.038444 0.0 0.0 0.1
H 0.526030 -2.754858 1.435375 -0.1 0.0 0.0
H 0.363405 -2.551568 -1.467410 0.0 0.1 0.0
H 0.887928 -0.888105 -1.782119 -0.1 -0.2 0.1
H -1.742728 -1.960254 -1.832797 0.0 0.1 0.1
C -2.610189 -0.165502 -1.124459 -0.2 -0.5 0.0
O -2.089228 0.609917 -1.911538 0.1 0.3 -0.2
N -3.760657 0.080840 -0.493650 -0.3 -0.1 -0.1
H -4.004068 -0.489017 0.300965 0.2 -0.1 -0.1
C -4.407333 1.378791 -0.549593 0.0 0.2 -0.3
C -4.013472 2.246996 0.666625 0.1 0.1 0.0
H -3.278131 1.706553 1.263498 0.0 0.1 0.0
H -3.559550 3.184617 0.351848 0.1 0.0 0.0
C -5.303654 2.481088 1.461522 0.0 0.0 0.1
H -5.750660 3.435606 1.179596 -0.1 0.0 0.0
H -5.126079 2.492822 2.535280 0.0 0.1 0.0
C -6.226683 1.342416 1.034571 -0.1 0.2 -0.1
H -7.275761 1.556072 1.233291 0.0 -0.1 0.1
H -5.958395 0.424223 1.560039 0.0 -0.1 0.1
C -5.928071 1.207733 -0.456088 0.0 -0.1 0.1
H -6.252738 0.256762 -0.876512 0.0 0.0 -0.1
H -6.419267 2.012131 -1.003820 0.0 0.0 0.0
H -4.095130 1.829135 -1.494053 -0.1 -0.1 0.1
H -0.981830 -3.848441 0.208026 0.1 0.0 0.1
H -2.494458 -4.479366 0.848483 0.1 0.0 0.0
H -1.900192 -5.657425 -1.221779 0.0 -0.1 -0.1
H -1.857045 -4.148477 -2.124343 0.0 0.0 -0.2
H -3.382415 -4.733931 -1.464425 -0.1 0.0 -0.1
```
Forces are in eV/Å.

## Properties
Multiplicity: 1
Lowest unoccupied orbital energy in eV: 0.28
HOMO-LUMO gap in eV: 8.212

Number 1: energy -76443.8017 eV. Number 2: energy -45772.1819 eV. Number 3: energy -60221.7364 eV.